1.
C4H8N2S | ωB97M-V with the def2-TZVPD basis set

```
! wB97M-V def2-TZVPD RIJCOSX def2/J DEFGRID3
* xyz 0 1
C 1.535 0.257 0.699
C 0.205 -0.755 0.711
C 0.619 1.079 -0.167
C -1.829 0.047 -0.149
H 1.572 -0.004 -1.714
H 1.816 0.834 1.551
H -0.204 -0.893 1.731
H 0.522 -1.724 0.065
H 0.785 1.019 -1.318
H 0.581 2.290 0.036
H -2.489 0.886 -0.608
H -3.164 -1.234 -0.480
N -0.500 0.218 0.051
N -2.268 -1.238 -0.145
S 2.819 -0.779 -0.262
*
```

Its relative energy (zero: lowest compared OMol25 entry of this formula, charge and spin) is 157.4 kcal/mol. For the HOMO energy, the calculation gives -0.315 hartree. The calculation puts the lowest unoccupied orbital energy at -1.084 eV. The HOMO-LUMO gap comes out at 7.49 eV.

2.
C33H42Cl2F4MoN3OTe | ωB97M-V with the def2-TZVPD basis set

```
! wB97M-V def2-TZVPD RIJCOSX def2/J DEFGRID3
* xyz 2 4
Mo 0.507 -1.906 1.820
C 0.216 1.548 4.683
C 0.413 0.689 3.445
N -0.116 -0.706 3.540
C -1.579 -0.725 3.831
C -2.409 0.090 2.863
C 0.591 -1.489 4.594
C 2.076 -1.673 4.274
N 2.256 -1.823 2.824
C 3.549 -1.922 2.321
C 3.770 -1.509 1.001
F 2.704 -1.038 0.281
C 5.009 -1.551 0.402
F 5.121 -1.135 -0.863
C 6.110 -2.014 1.097
C 5.914 -2.426 2.400
F 6.934 -2.890 3.111
C 4.665 -2.394 3.006
F 4.550 -2.845 4.262
H 0.644 2.531 4.484
H 0.727 1.153 5.559
H -0.834 1.697 4.932
H 1.473 0.608 3.195
H -0.085 1.142 2.588
H -1.726 -0.365 4.854
H -1.881 -1.776 3.821
H -2.257 1.161 2.993
H -3.462 -0.114 3.055
H -2.195 -0.168 1.823
H 0.077 -2.451 4.669
H 0.506 -0.997 5.566
H 2.408 -2.569 4.808
H 2.668 -0.835 4.659
H 7.088 -2.057 0.641
Cl 0.801 -4.897 3.032
C 1.719 -5.223 1.566
Cl 1.518 -3.904 0.346
H 1.340 -6.129 1.103
H 2.777 -5.279 1.802
C -2.529 -2.842 -0.909
C -1.345 -1.952 -0.686
O -0.966 -1.338 -1.834
N -0.778 -1.770 0.421
Te 0.230 0.215 -1.811
C -0.136 0.661 -3.816
C -0.290 2.008 -4.147
C -0.022 3.154 -3.210
C -0.668 2.300 -5.451
C -0.870 1.305 -6.400
C -1.300 1.637 -7.798
C -0.623 -0.016 -6.036
C -0.239 -0.373 -4.752
C 0.087 -1.817 -4.476
C -1.050 1.515 -0.821
C -0.462 2.305 0.177
C 1.019 2.346 0.453
C -1.286 3.173 0.880
C -2.651 3.258 0.626
C -3.530 4.192 1.404
C -3.184 2.467 -0.385
C -2.411 1.596 -1.143
C -3.087 0.880 -2.282
H -2.484 -3.317 -1.886
H -3.431 -2.227 -0.876
H -2.590 -3.592 -0.125
H 0.673 2.911 -2.400
H -0.936 3.540 -2.755
H 0.450 3.966 -3.762
H -0.783 3.338 -5.739
H -1.323 2.710 -7.966
H -2.297 1.240 -7.992
H -0.625 1.189 -8.526
H -0.704 -0.794 -6.785
H 0.561 -2.250 -5.354
H -0.807 -2.397 -4.254
H 0.785 -1.947 -3.643
H 1.502 1.364 0.483
H 1.211 2.819 1.415
H 1.537 2.945 -0.301
H -0.848 3.807 1.642
H -2.972 4.719 2.175
H -4.348 3.648 1.879
H -3.979 4.933 0.742
H -4.242 2.541 -0.611
H -4.091 0.582 -1.985
H -2.563 -0.003 -2.639
H -3.190 1.564 -3.127
*
```

Its relative energy (zero: lowest compared OMol25 entry of this formula, charge and spin) is 7.1 kcal/mol. For the HOMO energy (alpha / beta), the calculation gives -0.474 / -0.492 hartree. The calculation puts the lowest unoccupied orbital energy (alpha / beta) at -6.237 / -6.148 eV. The HOMO-LUMO gap (alpha / beta) comes out at 6.67 / 7.23 eV. As for the expectation value of S²: 3.79.

3.
C3H12N2O | ωB97M-V with the def2-TZVPD basis set

```
! wB97M-V def2-TZVPD RIJCOSX def2/J DEFGRID3
* xyz 0 1
N 0.215 1.900 -0.729
C -0.844 1.711 0.366
C -0.992 0.197 0.575
N 0.346 -0.525 0.757
C 0.136 -1.869 1.317
H 0.737 2.796 -0.514
H -0.167 1.876 -1.661
H -0.299 2.050 1.288
H -1.740 2.240 0.232
H -1.695 -0.079 1.355
H -1.422 -0.334 -0.261
H 0.829 0.021 1.520
H -0.254 -1.817 2.296
H -0.584 -2.381 0.673
H 1.129 -2.387 1.411
H 0.817 -0.603 -1.345
H 1.828 -1.176 -2.245
O 0.887 -1.258 -2.062
*
```

Its SMILES is CNCCN.O. Its relative energy (zero: lowest compared OMol25 entry of this formula, charge and spin) is 20.8 kcal/mol. For the HOMO energy, the calculation gives -0.327 hartree. The calculation puts the lowest unoccupied orbital energy at 1.006 eV. The HOMO-LUMO gap comes out at 9.91 eV.

4.
C12H23O7Ti | ωB97M-V with the def2-TZVPD basis set

```
! wB97M-V def2-TZVPD RIJCOSX def2/J DEFGRID3
* xyz 1 3
Ti 0.132 -0.272 -0.099
C -2.694 -1.035 0.042
C -2.784 -0.036 -1.096
O -1.453 0.366 -1.473
C -1.319 1.746 -1.893
C -0.018 2.304 -1.346
O -0.026 1.945 0.041
C 1.120 2.278 0.834
C 0.843 1.657 2.190
O 0.459 0.273 2.006
C -0.533 -0.216 2.929
C -1.487 -1.136 2.185
O -1.833 -0.424 1.001
H -2.273 -1.992 -0.285
H -3.689 -1.212 0.460
H -3.332 0.844 -0.755
H -3.300 -0.472 -1.953
H -2.160 2.311 -1.489
H -1.337 1.797 -2.982
H -0.005 3.390 -1.468
H 0.861 1.874 -1.832
H 1.217 3.361 0.941
H 2.021 1.874 0.367
H 0.015 2.181 2.669
H 1.726 1.710 2.827
H -1.091 0.632 3.327
H -0.047 -0.744 3.751
H -2.369 -1.333 2.800
H -1.015 -2.090 1.926
C 3.111 -3.095 0.405
C 2.288 -2.437 -0.684
C 2.256 -3.247 -1.966
O 0.900 -2.288 -0.188
C 2.815 -1.018 -0.985
O 3.996 -0.903 -1.209
O 1.920 -0.071 -1.002
H 2.752 -4.108 0.604
H 3.074 -2.512 1.326
H 4.147 -3.152 0.079
H 1.890 -4.258 -1.776
H 3.265 -3.314 -2.369
H 1.616 -2.770 -2.709
H 0.591 -3.159 0.083
*
```

For the HOMO energy (alpha / beta), the calculation gives -0.355 / -0.444 hartree. The calculation puts the lowest unoccupied orbital energy (alpha / beta) at -2.438 / -2.465 eV. The HOMO-LUMO gap (alpha / beta) comes out at 7.22 / 9.63 eV. As for the expectation value of S²: 2.00.

5.
C6H26O6 | ωB97M-V with the def2-TZVPD basis set

```
! wB97M-V def2-TZVPD RIJCOSX def2/J DEFGRID3
* xyz 0 1
C -2.053 1.018 0.519
C -1.266 -0.314 0.427
C 0.110 -0.333 1.249
C -0.198 -1.125 2.505
C 1.265 -1.094 0.497
C 1.677 -0.481 -0.875
H -2.040 1.409 -0.470
H -3.168 0.744 0.757
H -1.593 1.628 1.287
H -0.981 -0.509 -0.600
H -1.946 -1.179 0.681
H 0.347 0.792 1.419
H 0.418 -0.816 3.308
H -0.118 -2.233 2.470
H -1.276 -0.940 2.753
H 2.108 -1.121 1.218
H 1.008 -2.119 0.337
H 2.715 -0.342 -0.796
H 1.339 -1.349 -1.549
H 1.137 0.400 -1.305
H -0.913 -2.724 -1.256
H -0.699 -4.149 -1.291
O -0.269 -3.390 -0.984
H 0.347 2.502 -0.670
H 0.669 2.373 -2.116
O 0.062 2.417 -1.544
H 3.528 1.481 1.549
H 2.390 1.556 2.605
O 2.902 2.027 1.930
H -2.147 -2.306 -2.969
H -2.080 -0.969 -2.237
O -2.291 -1.972 -2.084
H 0.491 3.645 1.570
H 1.698 2.830 1.104
O 0.868 3.326 0.769
H -1.028 0.949 -3.083
H -0.201 0.281 -2.211
O -0.812 0.087 -2.915
*
```

Its SMILES is CCC(C)CC.O.O.O.O.O.O. Its relative energy (zero: lowest compared OMol25 entry of this formula, charge and spin) is 55.7 kcal/mol. For the HOMO energy, the calculation gives -0.378 hartree. The calculation puts the lowest unoccupied orbital energy at 0.252 eV. The HOMO-LUMO gap comes out at 10.53 eV.

6.
C26H39N3OPdSSi2 | ωB97M-V with the def2-TZVPD basis set

```
! wB97M-V def2-TZVPD RIJCOSX def2/J DEFGRID3
* xyz -2 1
Pd -0.050 0.247 -0.947
C -2.582 -1.784 2.927
Si -2.418 -1.305 1.092
C -3.056 0.468 1.021
C -3.672 -2.399 0.166
N -0.861 -1.360 0.482
C 0.084 -2.342 0.596
C -0.209 -3.645 1.028
C 0.745 -4.663 1.135
C 2.059 -4.386 0.803
C 2.395 -3.102 0.362
C 1.468 -2.054 0.225
N 1.799 -0.812 -0.232
Si 3.255 -0.285 -0.883
C 3.198 1.569 -1.200
C 3.703 -1.116 -2.527
C 4.785 -0.502 0.245
H -3.625 -1.729 3.259
H -1.996 -1.081 3.526
H -2.209 -2.791 3.129
H -4.135 0.539 1.200
H -2.815 0.904 0.050
H -2.532 1.059 1.778
H -4.706 -2.157 0.438
H -3.501 -3.457 0.384
H -3.560 -2.262 -0.913
H -1.243 -3.874 1.270
H 0.450 -5.651 1.475
H 2.827 -5.150 0.875
H 3.426 -2.907 0.088
H 2.388 1.806 -1.894
H 4.142 1.935 -1.620
H 3.000 2.101 -0.265
H 2.971 -0.830 -3.288
H 3.670 -2.206 -2.429
H 4.699 -0.830 -2.882
H 4.539 -0.191 1.265
H 5.611 0.126 -0.110
H 5.142 -1.533 0.290
N 0.494 0.810 -4.055
S -0.297 -0.388 -4.658
C 0.291 -2.015 -4.134
C 0.150 -2.492 -2.836
C 0.684 -3.733 -2.510
C 1.354 -4.476 -3.475
C 1.495 -3.993 -4.769
C 0.959 -2.756 -5.101
C -1.944 -0.516 -3.924
C -2.841 -1.462 -4.401
C -4.138 -1.484 -3.916
C -4.535 -0.551 -2.962
C -3.631 0.384 -2.486
C -2.321 0.403 -2.959
H 0.517 0.745 -3.011
H -0.341 -1.888 -2.070
H 0.590 -4.104 -1.498
H 1.780 -5.435 -3.205
H 2.027 -4.571 -5.516
H 1.068 -2.353 -6.102
H -2.516 -2.187 -5.139
H -4.838 -2.232 -4.272
H -5.546 -0.572 -2.572
H -3.933 1.087 -1.721
H -1.595 1.125 -2.587
C 1.316 0.319 4.421
C 0.961 -0.141 3.021
O 0.160 0.857 2.418
H 1.926 -0.431 4.930
H 0.410 0.488 5.009
H 1.875 1.258 4.384
H 0.423 -1.096 3.062
H 1.864 -0.315 2.427
H 0.007 0.562 1.494
*
```

Its relative energy (zero: lowest compared OMol25 entry of this formula, charge and spin) is 26.2 kcal/mol. For the HOMO energy, the calculation gives 0.013 hartree. The calculation puts the lowest unoccupied orbital energy at 4.565 eV. The HOMO-LUMO gap comes out at 4.22 eV.

7.
C6H11NO | ωB97M-V with the def2-TZVPD basis set

```
! wB97M-V def2-TZVPD RIJCOSX def2/J DEFGRID3
* xyz 0 1
C 0.932 0.571 -0.256
C 1.456 1.592 0.711
C 0.289 -0.655 0.273
N -0.804 1.064 -0.678
C -1.205 -0.276 0.364
C 0.790 -1.886 0.281
C -2.246 -1.154 0.017
O 1.723 0.466 -1.363
H 1.316 -0.181 -1.958
H -1.096 0.709 -1.587
H -1.275 1.906 -0.339
H -1.399 0.265 1.294
H 1.653 2.540 0.207
H 0.755 1.753 1.530
H 2.399 1.232 1.138
H 1.820 -2.097 0.014
H 0.125 -2.719 0.496
H -2.141 -1.835 -0.819
H -3.092 -1.296 0.673
*
```

Its relative energy (zero: lowest compared OMol25 entry of this formula, charge and spin) is 112.7 kcal/mol. For the HOMO energy, the calculation gives -0.222 hartree. The calculation puts the lowest unoccupied orbital energy at 0.593 eV. The HOMO-LUMO gap comes out at 6.64 eV.

8.
C4H10N2O3 | ωB97M-V with the def2-TZVPD basis set

```
! wB97M-V def2-TZVPD RIJCOSX def2/J DEFGRID3
* xyz 0 1
C -0.349 1.840 0.236
C 1.060 1.199 0.395
C 0.002 -1.203 0.726
C -0.928 -1.683 -0.300
H -0.753 0.877 -1.398
H -1.062 1.265 0.867
H -0.306 2.885 0.630
H 1.734 1.557 -0.384
H 1.484 1.387 1.409
H -0.500 -0.623 1.469
H 0.522 -2.001 1.243
H -0.311 -2.232 -1.062
H -1.591 -2.505 0.060
H -2.395 -0.423 -0.373
N 1.041 -0.296 0.181
N 1.883 -0.903 -0.605
O -0.655 1.823 -1.105
O -1.701 -0.700 -0.953
O 2.822 -0.265 -1.036
*
```

Its SMILES is O=NN(CCO)CCO. Its relative energy (zero: lowest compared OMol25 entry of this formula, charge and spin) is 91.0 kcal/mol. For the HOMO energy, the calculation gives -0.331 hartree. The calculation puts the lowest unoccupied orbital energy at 0.529 eV. The HOMO-LUMO gap comes out at 9.54 eV.